No. 1
# C8H13BNO8S2

A structure of composition C8H13BNO8S2 (wB97M-V/def2-TZVPD, the Open Molecules 2025 dataset).

XYZ file:
```
33
Properties=species:S:1:pos:R:3:mulliken_charge:R:1
O -0.064 -4.423 -0.118 -0.716
S -0.660 -3.286 -0.778 1.125
O -0.516 -3.197 -2.216 -0.665
C 0.156 -1.829 -0.118 -0.805
C 1.478 -1.541 -0.828 -0.246
O 1.419 -0.357 -1.625 -0.586
N -2.161 -3.139 -0.259 -0.316
S -3.141 -2.217 -1.087 1.179
O -3.649 -2.777 -2.300 -0.654
O -2.720 -0.830 -1.141 -0.716
O -4.356 -2.239 0.002 -0.430
B -5.318 -1.262 -0.055 0.626
O -5.885 -0.931 1.160 -0.505
O -5.754 -0.712 -1.245 -0.475
H -0.545 -1.004 -0.241 0.419
H 0.292 -2.019 0.945 0.348
H 2.262 -1.367 -0.091 0.180
H 1.757 -2.381 -1.467 0.328
H 0.545 -0.325 -2.031 0.331
H -6.573 -0.269 1.061 0.275
H -5.887 0.237 -1.194 0.275
C 2.608 2.136 0.259 -0.034
C 2.727 3.489 -0.034 -0.570
C 3.393 4.340 0.837 -0.325
C 3.945 3.841 2.009 -0.391
C 3.828 2.490 2.307 -0.417
C 3.160 1.642 1.434 -0.376
H 2.090 1.469 -0.420 0.406
H 2.299 3.879 -0.949 0.359
H 3.481 5.394 0.604 0.350
H 4.465 4.504 2.690 0.342
H 4.257 2.098 3.221 0.348
H 3.067 0.589 1.669 0.336
```

spin multiplicity: 1
charge: -1
E_HOMO: -6.0 eV

=====

No. 2
# C2H10N4S

The ion C2H10N4S with charge +2 in a non-equilibrium geometry (wB97M-V/def2-TZVPD, the Open Molecules 2025 dataset).

XYZ file:
```
17
Properties=species:S:1:pos:R:3:mulliken_charge:R:1
C -0.939 1.302 -0.236 0.117
C -0.295 -0.565 1.344 -0.649
N -1.202 0.103 0.343 -0.224
N 0.285 3.135 -1.041 -0.655
N 0.205 1.895 -0.436 0.202
N 0.558 -1.614 0.774 -0.389
S 0.109 -3.290 0.621 0.121
H -0.110 -3.349 1.960 0.339
H -1.867 1.889 -0.659 0.303
H 0.498 -0.013 1.737 0.431
H -1.024 -0.743 2.104 0.471
H -2.242 -0.098 0.316 0.299
H -0.599 3.653 -1.158 0.270
H 1.204 3.235 -1.549 0.280
H 1.065 1.250 -0.333 0.313
H 0.750 -1.347 -0.360 0.414
H 1.436 -3.719 0.729 0.356
```

spin multiplicity: 1
relative energy (zero: lowest compared OMol25 entry of this formula, charge and spin): 2.572 eV
charge: +2
E_HOMO: -16.7 eV

=====

Frontier orbital gap, record by record: 0.308; 0.303 Ha
Total energy, record by record: -48729.0072; -19010.4135 eV